15
Properties=species:S:1:pos:R:3:forces:R:3:mulliken_charge:R:1 method="wB97M-V/def2-TZVPD" relative_energy_kcal_mol=13.9 e_tot_ev=-10531.902 lumo_ev=1.06 smiles=N[C@]1(F)CCCO1
F 1.350921 -0.305788 -1.198472 0.218 0.369 -0.507 -0.3725
O 0.226947 -1.089810 0.566395 0.231 0.393 0.724 -0.4467
N 1.938313 0.310936 0.962216 -1.019 -1.281 1.367 -0.6317
C -0.954478 -1.189449 -0.156072 -0.898 -2.576 -2.830 -0.4522
C 0.866376 0.060917 0.062890 -0.056 -3.051 1.073 0.8788
C -1.507024 0.213155 -0.475105 -1.542 0.589 0.910 -0.3368
C -0.303730 1.020767 -0.086061 3.369 2.754 2.707 -0.7617
H -1.857368 0.320675 -1.533357 0.374 -0.073 1.030 0.2692
H 2.533620 0.955265 0.602368 1.953 2.703 -1.296 0.2399
H -0.638127 -1.798458 -1.119857 -1.082 1.366 1.370 0.2275
H -1.729380 -1.805749 0.322372 0.640 0.118 0.337 0.3393
H 2.576010 -0.434829 1.314129 -1.665 0.100 -0.817 0.2428
H 0.182217 1.906149 -0.574866 -1.480 -0.502 -0.323 0.3674
H -0.295951 1.332564 1.035814 -0.792 -0.187 -1.852 0.2266
H -2.388341 0.503662 0.277601 1.749 -0.720 -1.894 0.2101